{"formula": "C21H49N7O12S", "method": "wB97M-V/def2-TZVPD", "total_energy_ev": -68402.1209, "gap_ha": [0.08761, 0.20265], "charge": -1, "e_lumo_ev": [1.65, 1.65], "fmax_ev_per_a": 3.883, "homo_ev": [-0.73, -3.86], "spin_multiplicity": 2, "species": ["C", "N", "O", "O", "H", "H", "H", "C", "C", "O", "S", "O", "O", "O", "H", "H", "H", "H", "C", "O", "N", "C", "C", "H", "H", "H", "H", "H", "H", "H", "C", "O", "N", "C", "C", "H", "H", "H", "H", "H", "H", "H", "C", "O", "N", "C", "C", "H", "H", "H", "H", "H", "H", "H", "C", "O", "N", "C", "C", "H", "H", "H", "H", "H", "H", "H", "C", "O", "N", "C", "C", "H", "H", "H", "H", "H", "H", "H", "C", "O", "N", "C", "C", "H", "H", "H", "H", "H", "H", "H"], "coordinates": [[2.9403, -3.2305, -3.3700], [2.6230, -4.1242, -4.5475], [3.0794, -5.2930, -4.4739], [2.2201, -3.5040, -5.5808], [3.2904, -3.9045, -2.5882], [2.0042, -2.7464, -3.0915], [3.7216, -2.4842, -3.5140], [-0.4233, -1.5761, -0.7755], [-0.1103, -2.0823, 0.6289], [-1.3038, -1.7785, 1.3532], [-2.0742, -0.4642, 0.8073], [-1.9080, 0.6783, 1.6969], [-3.3933, -0.7942, 0.3048], [-1.0750, -0.3575, -0.5336], [-1.0585, -2.3570, -1.1935], [0.4904, -1.4736, -1.3610], [0.6854, -1.4436, 1.0122], [0.2017, -3.1185, 0.7595], [-2.8163, -0.2181, 6.3529], [-3.1356, -1.2043, 5.7322], [-1.7240, 0.5298, 6.0407], [-1.3537, 1.7103, 6.8643], [-0.9287, 0.2190, 4.8156], [-3.2893, 0.1510, 7.2762], [-1.0563, 2.6158, 6.3355], [-0.5130, 1.3425, 7.4526], [-2.1850, 1.9874, 7.5125], [-0.9749, 1.0641, 4.1287], [0.1267, 0.2171, 5.0877], [-1.2440, -0.6365, 4.2181], [1.0006, 1.6202, 2.0201], [1.6660, 0.6235, 2.1680], [1.2245, 2.7854, 2.6411], [0.1894, 3.7519, 2.6828], [2.1781, 2.8759, 3.7581], [0.2300, 1.7519, 1.2449], [-0.3715, 3.6421, 3.6109], [-0.5248, 3.7091, 1.8605], [0.4993, 4.7952, 2.6226], [2.4667, 3.9096, 3.9487], [1.8245, 2.2447, 4.5734], [3.1389, 2.3904, 3.5872], [4.4157, 1.6332, -2.9946], [4.6410, 0.5464, -3.5508], [3.4396, 1.8194, -2.0526], [3.0856, 3.1376, -1.6454], [2.5771, 0.7452, -1.6185], [5.0679, 2.5100, -3.1293], [2.2527, 3.4469, -2.2769], [3.8074, 3.9425, -1.7841], [2.7918, 3.1529, -0.5959], [2.2200, 0.7829, -0.5894], [1.7051, 0.8002, -2.2701], [2.9671, -0.2641, -1.7499], [-0.9409, -1.2218, -4.1743], [-0.6315, -0.2174, -3.4890], [-2.1409, -1.2733, -4.8429], [-2.4237, -2.3548, -5.7536], [-3.0630, -0.1480, -4.7946], [-0.2774, -2.0918, -4.2971], [-1.9779, -3.2876, -5.4083], [-2.1115, -2.0852, -6.7626], [-3.4979, -2.5331, -5.8023], [-4.0516, -0.4451, -4.4445], [-2.7771, 0.6530, -4.1128], [-3.1319, 0.2202, -5.8182], [-5.4980, 2.2499, -3.8789], [-4.5358, 2.4909, -4.6278], [-5.4486, 2.1425, -2.5551], [-4.2673, 2.1041, -1.6988], [-6.7476, 2.2768, -1.9044], [-6.5340, 2.2059, -4.2489], [-3.3351, 1.7866, -2.1659], [-4.3592, 1.2823, -0.9886], [-4.1124, 3.0802, -1.2389], [-7.0712, 1.3077, -1.5248], [-6.6381, 3.0024, -1.0983], [-7.5350, 2.7122, -2.5197], [4.3702, -1.6238, 3.1488], [5.3649, -1.1651, 3.7649], [4.2201, -2.8725, 2.6689], [2.8340, -3.2756, 2.2861], [5.2803, -3.7319, 2.3137], [3.4238, -1.0791, 3.0075], [2.8798, -4.3477, 2.4769], [2.7220, -3.2381, 1.2025], [2.0658, -2.7794, 2.8791], [4.9868, -4.7678, 2.4840], [5.4866, -3.6500, 1.2466], [6.1643, -3.4032, 2.8603]]}

=====

{"formula": "C21H49N7O7Pt", "method": "wB97M-V/def2-TZVPD", "total_energy_ev": -50570.1316, "gap_ha": [0.07162, 0.32863], "charge": 1, "e_lumo_ev": [-1.90, -1.92], "fmax_ev_per_a": 4.765, "homo_ev": [-3.85, -10.86], "spin_multiplicity": 4, "species": ["Pt", "C", "C", "O", "N", "C", "H", "H", "H", "H", "H", "H", "H", "C", "C", "O", "N", "C", "H", "H", "H", "H", "H", "H", "H", "C", "C", "O", "N", "C", "H", "H", "H", "H", "H", "H", "H", "C", "C", "O", "N", "C", "H", "H", "H", "H", "H", "H", "H", "C", "C", "O", "N", "C", "H", "H", "H", "H", "H", "H", "H", "C", "C", "O", "N", "C", "H", "H", "H", "H", "H", "H", "H", "C", "C", "O", "N", "C", "H", "H", "H", "H", "H", "H", "H"], "coordinates": [[6.8196, 14.1557, -5.6051], [6.7272, 15.5813, -9.8713], [5.9666, 14.7919, -8.7914], [6.4935, 14.6130, -7.6490], [4.7396, 14.3676, -9.1401], [3.7535, 13.6555, -8.3946], [7.7475, 15.2045, -9.9436], [6.7610, 16.6181, -9.5369], [6.0936, 15.5847, -10.7582], [4.7617, 14.3254, -10.1489], [3.0292, 13.0693, -8.9602], [3.2373, 14.2293, -7.6249], [4.1085, 12.7921, -7.8320], [8.3212, 10.9608, -3.0261], [9.0275, 12.1839, -3.4388], [8.4684, 13.0202, -4.2466], [10.2820, 12.3602, -2.9205], [11.0289, 13.5586, -3.2182], [8.1443, 10.1819, -3.7678], [7.3341, 11.2268, -2.6481], [8.9196, 10.5037, -2.2380], [10.3816, 11.9795, -1.9903], [10.4449, 14.4299, -2.9219], [11.2064, 13.6501, -4.2897], [12.0392, 13.5837, -2.8098], [9.8514, 17.3244, -5.7293], [9.4279, 16.0836, -6.5462], [8.5445, 15.3443, -6.1121], [9.8811, 15.8205, -7.7378], [10.9230, 16.6005, -8.4332], [10.6644, 16.9842, -5.0879], [9.2718, 17.7204, -4.8954], [10.1174, 18.2627, -6.2159], [9.6569, 14.9850, -8.2592], [11.7976, 16.7715, -7.8056], [10.4634, 17.5286, -8.7730], [11.3733, 16.1876, -9.3359], [6.3726, 15.9437, -1.0085], [7.1890, 15.4328, -2.2191], [6.7195, 14.7853, -3.1315], [8.4744, 15.7668, -2.2814], [9.4643, 16.5007, -1.4347], [5.3469, 15.9524, -1.3774], [6.6602, 16.9221, -0.6235], [6.4353, 15.4340, -0.0471], [8.9174, 15.0984, -2.8955], [10.4358, 16.4734, -1.9281], [9.4404, 15.8248, -0.5799], [9.3088, 17.5518, -1.1916], [7.2282, 9.6297, -7.2080], [7.1643, 11.1366, -7.5450], [7.1558, 12.0483, -6.6935], [6.9750, 11.5329, -8.8500], [6.7978, 10.6414, -10.0110], [6.3234, 9.0219, -7.2159], [7.7004, 9.4126, -6.2499], [7.8428, 9.1549, -7.9728], [6.7941, 12.4853, -9.1337], [5.8369, 10.1333, -9.9296], [7.6828, 10.0056, -9.9846], [6.7572, 11.3624, -10.8274], [5.7132, 18.1256, -6.7708], [5.3443, 17.2336, -5.6164], [5.9358, 16.1051, -5.5456], [4.5702, 17.7043, -4.5960], [3.8897, 16.9237, -3.5235], [6.7186, 18.0555, -7.1859], [5.7015, 19.1846, -6.5131], [5.0921, 17.6811, -7.5484], [4.4373, 18.7055, -4.5876], [2.9180, 16.7094, -3.9684], [3.7922, 17.3564, -2.5279], [4.4067, 15.9672, -3.4460], [4.7714, 10.8123, -4.5047], [4.2881, 12.2127, -4.6856], [4.9342, 13.0611, -5.3625], [3.1055, 12.5643, -4.1202], [2.3160, 13.7928, -4.3745], [4.0237, 10.0849, -4.8207], [5.0577, 10.6897, -3.4602], [5.6730, 10.6186, -5.0860], [2.6450, 11.8728, -3.5458], [2.9772, 14.4397, -4.9511], [1.9305, 14.3773, -3.5390], [1.5049, 13.6399, -5.0864]]}